{
  "formula": "C20H43MgN9OSi4Te",
  "method": "ωB97M-V/def2-TZVPD",
  "e_homo_ev": -12.94,
  "de_lowest_ev": 0.572,
  "total_charge": 2,
  "energy_ev": -81135.091,
  "largest_force_ev_per_a": 0.50,
  "symbols": ["Mg", "N", "C", "C", "N", "C", "C", "N", "C", "C", "N", "H", "H", "H", "H", "H", "H", "O", "N", "C", "C", "C", "C", "N", "C", "N", "N", "N", "H", "H", "H", "H", "H", "H", "H", "H", "H", "H", "C", "Si", "C", "C", "Si", "Te", "Si", "C", "C", "C", "Si", "C", "C", "C", "H", "H", "H", "H", "H", "H", "H", "H", "H", "H", "H", "H", "H", "H", "H", "H", "H", "H", "H", "H", "H", "H", "H", "H", "H", "H", "H"],
  "positions_angstrom": [[0.531530, -0.574907, 0.014035], [4.637553, -1.233145, -0.507555], [4.824490, 0.130768, -0.551634], [3.590701, 0.682300, -0.405300], [2.657930, -0.317252, -0.272738], [3.323729, -1.454955, -0.339862], [2.556615, -2.685783, -0.243480], [1.246081, -2.588948, -0.083511], [0.768198, -3.877493, -0.048624], [1.802475, -4.746830, -0.191523], [2.934558, -3.970405, -0.314404], [5.369693, -1.920735, -0.583286], [5.798624, 0.566549, -0.681678], [3.320287, 1.723197, -0.397878], [-0.277958, -4.095688, 0.073996], [1.843020, -5.820798, -0.213042], [3.869961, -4.326685, -0.427703], [-3.724669, 1.405725, 0.530799], [-2.629628, 1.125770, 0.328749], [-1.816063, 5.246333, -1.129726], [-1.433966, 5.400655, 0.337833], [-2.458461, 4.757340, 1.263468], [-0.018908, 4.912431, 0.640875], [0.134151, 3.441838, 0.583083], [0.288262, 2.568093, 1.585123], [0.412870, 1.370739, 1.063777], [0.334764, 1.553947, -0.273135], [0.176409, 2.782719, -0.571083], [-2.787255, 5.706032, -1.308134], [-1.888353, 4.196782, -1.418999], [-1.092847, 5.728731, -1.787763], [-1.389933, 6.469678, 0.568486], [-2.605067, 3.705877, 1.012722], [-3.423492, 5.250250, 1.158596], [-2.170150, 4.825974, 2.315278], [0.270947, 5.182905, 1.656257], [0.720563, 5.314773, -0.049834], [0.304165, 2.827950, 2.629755], [-3.381383, -3.094132, 3.244141], [-4.825813, -2.472410, 2.223822], [-5.249785, -0.725290, 2.748248], [-6.310942, -3.601787, 2.391810], [-4.283720, -2.519442, -0.080736], [-2.187639, -0.990083, -0.345458], [-3.388238, -4.579983, -0.864004], [-4.815701, -5.631597, -1.461126], [-2.208725, -4.264392, -2.294465], [-2.546382, -5.491689, 0.549897], [-5.862400, -1.588271, -1.596606], [-6.453343, 0.076947, -0.974575], [-7.315312, -2.772148, -1.613688], [-5.082479, -1.449627, -3.292588], [-3.631486, -3.016331, 4.304772], [-2.482179, -2.497969, 3.073461], [-3.146789, -4.137802, 3.036305], [-5.518577, -0.723795, 3.807428], [-6.091961, -0.317740, 2.189211], [-4.401651, -0.050294, 2.626407], [-6.643808, -3.641187, 3.431145], [-6.079237, -4.623323, 2.084085], [-7.153251, -3.251845, 1.792719], [-5.269749, -5.233379, -2.368317], [-5.595574, -5.733400, -0.704816], [-4.449769, -6.635226, -1.691714], [-2.757199, -3.890424, -3.160800], [-1.725899, -5.199084, -2.590999], [-1.425083, -3.535640, -2.076981], [-3.305145, -5.911427, 1.213872], [-1.888698, -4.881159, 1.170539], [-1.970927, -6.331977, 0.152081], [-6.997130, -0.024709, -0.034130], [-7.142785, 0.504484, -1.706667], [-5.645519, 0.791693, -0.821442], [-7.671866, -3.012957, -0.611131], [-7.089383, -3.706321, -2.126542], [-8.144397, -2.298667, -2.145598], [-4.171702, -0.848076, -3.288469], [-5.786488, -0.981304, -3.984044], [-4.834711, -2.433569, -3.695186]],
  "forces_ev_per_angstrom": [[0.48, -0.16, -0.01], [-0.06, 0.05, 0.02], [0.03, -0.05, 0.01], [0.01, 0.00, -0.01], [-0.04, 0.05, -0.01], [-0.04, -0.08, 0.00], [0.06, 0.05, -0.04], [-0.06, -0.04, 0.06], [-0.05, -0.02, 0.00], [0.04, 0.03, 0.03], [-0.07, -0.01, 0.02], [0.01, 0.00, -0.01], [0.00, 0.02, 0.00], [0.00, 0.01, 0.00], [0.02, 0.01, -0.01], [-0.01, -0.01, 0.00], [0.01, 0.01, -0.02], [-0.15, 0.01, 0.08], [0.10, -0.02, -0.05], [0.00, 0.00, 0.00], [0.02, 0.06, 0.01], [-0.01, -0.01, 0.05], [0.12, -0.11, 0.06], [0.09, -0.02, 0.05], [-0.16, 0.03, -0.01], [-0.02, -0.01, 0.02], [-0.02, 0.03, -0.01], [-0.10, 0.09, -0.07], [-0.01, 0.00, 0.00], [0.00, -0.02, 0.00], [0.01, 0.00, 0.00], [0.02, -0.01, -0.02], [0.00, -0.03, 0.01], [-0.01, -0.01, -0.01], [0.01, 0.02, -0.01], [0.01, 0.02, -0.02], [-0.07, 0.06, -0.03], [-0.01, -0.01, 0.01], [-0.03, 0.03, -0.04], [-0.02, -0.03, 0.02], [0.02, -0.06, -0.01], [0.04, 0.01, -0.02], [-0.02, -0.03, 0.02], [-0.13, 0.06, -0.12], [-0.03, 0.04, 0.00], [0.04, 0.03, 0.02], [-0.01, 0.00, 0.04], [0.00, 0.02, -0.03], [-0.05, 0.02, 0.04], [0.05, -0.04, -0.04], [0.04, 0.02, -0.03], [0.01, -0.03, 0.04], [-0.01, 0.00, 0.01], [0.01, 0.01, -0.01], [-0.01, -0.01, 0.00], [-0.02, 0.00, 0.00], [-0.01, 0.01, -0.02], [0.03, 0.01, 0.00], [0.02, 0.01, 0.03], [0.00, -0.01, -0.01], [-0.01, 0.01, 0.00], [-0.01, 0.03, -0.02], [-0.02, 0.01, 0.01], [0.01, -0.01, 0.00], [-0.02, 0.01, 0.00], [0.00, -0.01, -0.01], [0.02, -0.02, 0.04], [-0.01, 0.00, 0.00], [-0.01, 0.01, -0.03], [0.02, -0.01, 0.01], [0.00, -0.01, 0.01], [-0.01, 0.00, -0.01], [-0.01, -0.01, -0.04], [0.01, 0.01, 0.02], [0.02, -0.03, 0.01], [0.00, 0.01, -0.01], [0.00, 0.01, 0.03], [-0.02, 0.00, 0.00], [0.00, -0.02, 0.00]]
}

=====

{
  "formula": "C7H14PS",
  "method": "ωB97M-V/def2-TZVPD",
  "e_homo_ev": -11.86,
  "de_lowest_ev": 0.000,
  "total_charge": 1,
  "energy_ev": -27601.391,
  "largest_force_ev_per_a": 4.93,
  "symbols": ["C", "C", "C", "C", "C", "C", "C", "P", "S", "H", "H", "H", "H", "H", "H", "H", "H", "H", "H", "H", "H", "H", "H"],
  "positions_angstrom": [[-0.404592, -1.630582, -1.437151], [1.084373, -1.444047, -1.364782], [-0.084321, 1.491830, 2.589928], [-1.056309, -0.117549, -1.555847], [1.321216, -0.387708, -0.256037], [-0.974211, 0.995487, 1.326969], [0.710929, 2.698986, 2.309031], [-0.043426, 0.752662, -0.314474], [1.660177, 3.387194, 3.449674], [-0.813414, -2.371883, -2.097136], [-0.836905, -1.872609, -0.392392], [1.605305, -2.325204, -1.165096], [1.358624, -1.056926, -2.308992], [-0.581058, 1.651015, 3.560926], [0.683708, 0.764289, 2.851241], [-0.834250, 0.400642, -2.444613], [-2.208798, -0.220383, -1.469013], [1.451923, -0.908765, 0.629075], [2.194369, 0.224770, -0.422453], [-1.225535, -0.155721, 1.585989], [-1.887495, 1.505778, 1.308690], [0.198365, 1.985694, -0.929942], [1.036328, 3.050434, 1.268149]],
  "forces_ev_per_angstrom": [[-2.15, 1.93, 2.62], [-1.47, 1.52, 0.21], [-0.47, -0.36, -1.38], [-1.24, -2.70, 1.02], [0.76, 0.62, -1.93], [2.56, -3.72, 1.98], [3.02, 1.65, -0.25], [-3.08, 0.30, 1.21], [-0.98, -0.18, -0.55], [-0.01, -0.01, -0.64], [0.85, -0.30, -1.39], [0.92, -1.37, 0.37], [0.81, 0.34, -1.07], [-0.60, -0.23, -0.71], [-0.13, -0.49, -0.27], [0.23, 0.34, -1.50], [2.06, 0.62, 0.27], [-0.05, -0.57, 2.15], [0.63, -0.06, -0.03], [0.32, 2.47, -0.70], [-1.23, 0.92, -0.74], [0.51, -0.06, 0.28], [-1.26, -0.68, 1.03]]
}

=====

{
  "formula": "C20H59N5O7",
  "method": "ωB97M-V/def2-TZVPD",
  "e_homo_ev": -8.81,
  "de_lowest_ev": 0.000,
  "total_charge": 0,
  "energy_ev": -43477.641,
  "largest_force_ev_per_a": 1.95,
  "symbols": ["C", "O", "C", "C", "C", "N", "H", "H", "H", "H", "H", "H", "H", "H", "H", "H", "H", "C", "O", "C", "C", "C", "N", "H", "H", "H", "H", "H", "H", "H", "H", "H", "H", "H", "C", "O", "C", "C", "C", "N", "H", "H", "H", "H", "H", "H", "H", "H", "H", "H", "H", "C", "O", "C", "C", "C", "N", "H", "H", "H", "H", "H", "H", "H", "H", "H", "H", "H", "C", "O", "C", "C", "C", "N", "H", "H", "H", "H", "H", "H", "H", "H", "H", "H", "H", "O", "H", "H", "O", "H", "H"],
  "positions_angstrom": [[0.618507, 3.767768, -4.478397], [-0.197504, 4.622960, -5.227431], [-0.356813, 4.160382, -6.550316], [-1.152974, 5.165556, -7.338637], [-2.597047, 5.201614, -6.852103], [-1.016157, 4.825581, -8.747254], [0.318021, 2.714507, -4.596798], [0.513195, 3.998935, -3.419979], [1.674996, 3.851422, -4.764659], [0.634197, 4.067751, -7.027534], [-0.834068, 3.167821, -6.571472], [-0.661506, 6.129386, -7.186517], [-3.073926, 4.239928, -7.084506], [-3.202166, 5.943356, -7.384160], [-2.705388, 5.371640, -5.780855], [-1.407064, 3.903010, -8.937417], [-1.617327, 5.435686, -9.297447], [-1.041567, 2.086990, -1.156069], [-0.470139, 1.055181, -0.374000], [0.505781, 0.340221, -1.070039], [1.131949, -0.647382, -0.121005], [2.135203, -1.508810, -0.825015], [0.081855, -1.575014, 0.444823], [-1.623250, 1.620281, -1.959178], [-0.245329, 2.707659, -1.585127], [-1.658305, 2.726697, -0.532679], [0.026408, -0.242853, -1.872491], [1.254128, 1.019784, -1.498146], [1.554317, -0.206007, 0.786069], [1.641890, -2.111221, -1.588289], [2.696651, -2.169770, -0.165409], [2.898532, -0.910162, -1.338513], [-0.665505, -0.969756, 0.790250], [-0.359013, -2.031680, -0.360427], [5.132504, -4.924619, -0.811017], [4.470492, -5.775056, 0.076306], [3.878545, -5.116974, 1.213567], [4.562447, -5.562216, 2.477510], [3.821734, -5.126353, 3.715160], [5.915613, -4.968017, 2.491159], [4.428875, -4.289150, -1.374533], [5.695480, -5.530763, -1.518322], [5.834154, -4.238663, -0.312689], [3.908412, -4.028946, 1.083169], [2.815608, -5.372958, 1.186063], [4.711505, -6.649066, 2.438720], [3.678112, -4.041416, 3.677313], [4.396002, -5.317582, 4.623282], [2.824766, -5.559360, 3.779624], [6.436127, -5.256712, 3.305581], [6.407435, -5.222123, 1.646268], [-7.310660, 0.699508, -0.108456], [-6.439691, 1.455911, 0.703715], [-6.328241, 0.948002, 2.011770], [-5.165445, 1.589952, 2.717680], [-3.841108, 1.232082, 2.085023], [-5.113502, 1.233124, 4.151571], [-7.559878, 1.293265, -0.991511], [-8.252315, 0.464086, 0.398169], [-6.823582, -0.211375, -0.478560], [-7.240918, 1.176634, 2.590829], [-6.183077, -0.145362, 2.037891], [-5.274093, 2.678418, 2.681228], [-3.045117, 1.733140, 2.638983], [-3.766240, 1.603525, 1.061329], [-3.673107, 0.152401, 2.082219], [-4.914019, 0.228023, 4.208478], [-6.067048, 1.251961, 4.526203], [0.463190, 2.302173, 2.324324], [1.162462, 2.478352, 3.549633], [2.104757, 1.471378, 3.797905], [1.575526, 0.057837, 3.797498], [0.473510, -0.151299, 4.827981], [2.672729, -0.923997, 4.053228], [1.156287, 2.158161, 1.486219], [-0.137945, 3.190632, 2.151779], [-0.220309, 1.446619, 2.376079], [2.907827, 1.533728, 3.032981], [2.607489, 1.702798, 4.739835], [1.189216, -0.206497, 2.809175], [-0.328886, 0.562743, 4.629878], [0.833784, -0.005301, 5.848322], [0.069440, -1.161776, 4.762685], [3.506167, -0.657665, 3.531938], [2.932550, -0.862348, 5.035271], [1.275986, -2.981507, 2.578269], [1.654027, -2.262334, 3.105320], [0.733168, -2.535521, 1.894330], [-0.508369, -3.383978, -2.270317], [0.311153, -3.875609, -2.390092], [-1.154111, -4.051372, -2.015235]],
  "forces_ev_per_angstrom": [[0.13, -0.52, 0.21], [-0.32, -0.07, 0.07], [0.85, 0.04, -0.11], [-0.29, 0.01, 0.25], [-0.53, -0.13, -0.27], [-0.43, -0.04, -0.63], [0.02, 0.11, -0.08], [0.02, 0.26, -0.04], [-0.06, 0.04, -0.02], [-0.17, -0.09, 0.07], [-0.05, 0.05, 0.08], [-0.12, 0.07, 0.00], [0.13, -0.01, 0.12], [0.22, 0.12, 0.07], [0.19, 0.07, -0.01], [0.16, -0.01, 0.24], [0.24, 0.12, 0.05], [0.36, -0.38, -0.18], [-0.36, 0.73, 0.48], [0.04, -0.17, 0.03], [-0.86, -1.44, 1.01], [1.07, 0.01, -0.57], [-0.32, 0.93, -0.80], [-0.12, 0.35, -0.08], [-0.10, -0.01, -0.10], [-0.16, -0.18, 0.12], [0.18, 0.12, -0.20], [0.03, -0.01, -0.06], [0.21, 0.51, -0.43], [-0.03, -0.03, 0.01], [-0.32, -0.05, 0.22], [-0.17, 0.06, 0.01], [0.12, -0.08, 0.15], [0.25, -0.21, 0.20], [0.08, 0.63, -0.27], [0.07, -0.01, 0.44], [-0.55, -0.20, -0.88], [1.07, -0.08, 0.08], [-0.21, 0.66, 0.08], [-0.45, 0.60, -0.12], [0.04, -0.13, 0.03], [-0.05, -0.09, -0.02], [-0.06, -0.15, 0.05], [0.25, -0.05, 0.21], [0.05, -0.13, 0.33], [-0.64, -0.09, 0.00], [-0.02, -0.06, -0.05], [-0.07, -0.29, -0.02], [0.07, -0.17, 0.08], [0.13, -0.17, -0.05], [0.21, -0.19, 0.13], [-0.01, 0.19, -0.45], [-0.06, -0.17, -0.05], [-0.37, -0.02, 0.28], [0.46, 0.38, 0.51], [0.39, 0.42, -0.19], [-0.68, -0.86, -0.20], [0.09, 0.09, 0.15], [0.10, -0.11, 0.10], [-0.10, -0.10, 0.28], [-0.03, -0.14, -0.21], [-0.07, 0.05, -0.24], [-0.13, -0.03, -0.12], [0.07, -0.23, 0.10], [-0.20, -0.17, -0.03], [0.03, -0.01, 0.05], [0.32, 0.30, -0.01], [0.25, 0.41, 0.01], [0.08, -0.15, 0.31], [-0.44, 0.18, -0.05], [0.83, 0.29, -0.65], [0.33, -0.96, 0.56], [-0.13, 0.01, -0.34], [-0.24, 0.78, 0.14], [-0.05, 0.00, 0.06], [0.08, 0.13, 0.03], [0.10, 0.04, -0.13], [-0.16, -0.06, 0.02], [-0.29, 0.00, 0.18], [-0.09, 0.18, 0.04], [-0.01, -0.05, 0.19], [0.08, 0.15, -0.03], [0.02, -0.01, -0.07], [-0.11, -0.12, -0.05], [-0.03, -0.12, -0.07], [-0.27, -0.03, -0.16], [0.31, -0.24, 0.20], [0.21, -0.22, -0.02], [-0.03, -0.03, 0.01], [-0.01, 0.00, 0.02], [-0.01, 0.02, -0.01]]
}